1.
Computed, not measured: a molecular structure, C29H31N3O11PbS5 in a non-equilibrium geometry, with the ωB97M-V functional and the def2-TZVPD basis.

E_LUMO: -0.235 hartree
Total energy: -116969.74622 eV
Relative energy (zero: lowest compared OMol25 entry of this formula, charge and spin): 131.4 kJ/mol
Charge: +2

XYZ file:
```
80
Properties=species:S:1:pos:R:3:lowdin_charge:R:1
Pb 0.76657 -1.88760 -0.30481 1.174
C 0.84828 -4.92380 -2.20284 -0.479
C 0.94907 -4.10352 -3.48329 -0.480
S 0.61548 -2.30942 -3.30186 0.809
C -1.16500 -2.15754 -3.70404 -0.487
C -2.15598 -2.77463 -2.73112 -0.473
S -2.11506 -2.08496 -1.02054 0.795
C -2.59165 -3.61196 -0.10731 -0.483
C -2.13557 -3.62245 1.33996 -0.476
S -0.31985 -3.63562 1.62516 0.849
C 0.14688 -5.31399 1.01222 -0.456
C 1.58019 -5.38955 0.51109 -0.475
S 2.04066 -4.34341 -0.92094 0.822
H 1.10771 -5.96078 -2.42018 0.101
H -0.15616 -4.88189 -1.78276 0.049
H 0.26645 -4.49765 -4.23590 0.097
H 1.96346 -4.14921 -3.87860 0.084
H -1.31169 -2.61397 -4.68355 0.094
H -1.32286 -1.08276 -3.80149 0.076
H -1.99555 -3.84839 -2.65176 0.070
H -3.16716 -2.59926 -3.09955 0.092
H -2.18186 -4.45981 -0.65443 0.060
H -3.67924 -3.67280 -0.14428 0.097
H -2.54739 -4.49304 1.84966 0.100
H -2.46652 -2.72602 1.86456 0.075
H -0.57212 -5.62233 0.25568 0.070
H 0.05635 -5.98055 1.87012 0.097
H 1.81352 -6.41967 0.24130 0.098
H 2.27777 -5.06726 1.28539 0.093
C -2.76268 3.08876 -0.79626 -0.073
S -1.18669 2.63222 -0.07385 0.952
O -0.23554 3.68496 -0.12104 -0.204
C -1.63511 2.10519 1.55545 -0.323
C -2.59020 1.10538 1.67290 -0.064
C -3.14800 0.88317 2.91903 -0.037
C -2.76999 1.67062 4.00239 -0.019
C -1.80547 2.65702 3.85475 -0.019
C -1.22464 2.88950 2.61744 -0.019
H -3.40132 3.40181 0.02723 0.097
H -3.19627 2.22280 -1.29291 0.097
H -2.64267 3.92144 -1.48886 0.071
H -2.87206 0.51668 0.80794 0.105
H -3.89614 0.11346 3.05090 0.120
H -3.23627 1.52030 4.96621 0.126
H -1.50542 3.25459 4.70340 0.129
H -0.47144 3.65239 2.47520 0.133
O 1.18743 0.40046 -1.74503 0.031
C 0.46574 1.35511 -1.80814 -0.363
O -0.75676 1.43348 -1.07231 -0.173
C 0.67655 2.45080 -2.76085 -0.100
C -0.35162 3.30689 -3.12890 0.063
C -0.12643 4.29324 -4.06541 -0.076
C 1.09327 4.42558 -4.70323 0.132
C 2.09586 3.53591 -4.35144 -0.074
C 1.92165 2.57118 -3.38085 0.114
N 3.39208 3.58493 -5.07155 -0.342
O 3.52055 4.45816 -5.89492 0.132
O 4.19781 2.72945 -4.77695 0.112
N -1.24943 5.20513 -4.37199 -0.332
O -1.07346 6.03375 -5.22518 0.154
O -2.26485 5.03890 -3.71574 0.078
H -1.34690 3.20302 -2.73661 0.090
H 1.25689 5.17890 -5.46289 0.149
H 2.73893 1.91084 -3.12631 0.146
O 2.05006 -1.47262 1.76345 -0.141
C 1.61040 -0.32354 2.00487 -0.658
O 0.79242 0.25725 1.23661 -0.114
C 2.03889 0.32620 3.28508 -0.139
C 3.09238 1.23091 3.31995 0.005
C 3.48880 1.77945 4.52847 0.022
C 2.80945 1.42922 5.68228 -0.136
C 1.76584 0.51847 5.66419 0.015
C 1.38791 -0.04136 4.45819 -0.007
N 3.18944 2.04968 6.95888 -0.352
O 2.39895 1.94132 7.87554 0.090
O 4.25090 2.63124 7.00140 0.103
H 3.61064 1.49694 2.40863 0.127
H 4.30401 2.48579 4.59244 0.128
H 1.27135 0.26338 6.59050 0.125
H 0.59246 -0.77450 4.42201 0.122
```



2.
Computed, not measured: 2 unconnected molecules or ions with the total composition C29H31N3O4S in a non-equilibrium geometry, with the ωB97M-V functional and the def2-TZVPD basis.

E_LUMO: -0.081 hartree
Total energy: -54067.15568 eV
Relative energy (zero: lowest compared OMol25 entry of this formula, charge and spin): 544.9 kJ/mol

XYZ file:
```
68
Properties=species:S:1:pos:R:3:lowdin_charge:R:1
C -6.03290 6.20414 -1.03838 -0.089
O -5.12800 6.30519 0.03930 -0.071
C -4.28958 5.20190 0.23890 -0.211
C -3.36304 5.27896 1.28572 0.018
C -2.50103 4.25073 1.56525 0.001
C -2.51309 3.06671 0.80369 -0.210
C -1.59590 2.01701 1.10122 0.031
C -1.48910 0.86411 0.33918 -0.075
C -0.63009 -0.19207 0.53481 0.040
N -0.62462 -1.30164 -0.27496 0.056
C 0.26412 -2.48695 -0.07349 -0.143
C 1.74477 -2.12668 -0.22054 -0.079
C 2.68450 -3.28047 -0.02315 -0.236
C 3.49402 -3.72493 -1.05831 -0.038
C 4.31135 -4.82685 -0.90101 -0.074
C 4.33610 -5.50235 0.30047 -0.086
C 3.55669 -5.05826 1.34733 -0.071
C 2.74631 -3.95177 1.18704 -0.038
C -0.17914 -3.53168 -1.08693 -0.384
O 0.23660 -4.66653 -1.18636 0.113
N -1.14747 -2.93851 -1.86994 -0.030
C -1.78655 -3.63557 -2.97123 -0.007
C -1.55458 -1.57563 -1.43004 -0.433
C -3.00925 -1.64736 -0.95934 0.007
C -1.31078 -0.59034 -2.57204 0.011
C -3.44559 2.99402 -0.25531 0.003
C -4.30214 4.03143 -0.52522 -0.010
H -6.62289 7.12290 -1.07712 0.098
H -5.48834 6.09548 -1.97766 0.097
H -6.70683 5.35894 -0.88933 0.095
H -3.33854 6.18135 1.86720 0.124
H -1.78319 4.34847 2.36152 0.115
H -0.94582 2.13058 1.95195 0.097
H -2.14222 0.79209 -0.50523 0.052
H 0.07916 -0.16350 1.34300 0.148
H 0.07789 -2.87753 0.93280 0.164
H 1.89043 -1.71248 -1.22004 0.128
H 2.01310 -1.32295 0.47107 0.123
H 3.47414 -3.20706 -2.00081 0.110
H 4.92442 -5.16886 -1.71997 0.104
H 4.95743 -6.37610 0.41985 0.103
H 3.57177 -5.58502 2.28806 0.105
H 2.14313 -3.60581 2.00685 0.111
H -1.31439 -4.60340 -3.11921 0.098
H -2.84263 -3.78435 -2.75732 0.088
H -1.69725 -3.05500 -3.88786 0.089
H -3.10796 -2.43947 -0.21835 0.103
H -3.35904 -0.72575 -0.49940 0.072
H -3.67611 -1.88886 -1.78572 0.088
H -0.28057 -0.68104 -2.91231 0.100
H -1.95831 -0.80751 -3.41976 0.087
H -1.46807 0.44667 -2.28203 0.078
H -3.48948 2.11222 -0.86839 0.104
H -4.99120 3.95222 -1.34291 0.101
S 1.40239 3.94312 1.24954 0.508
C 2.55394 2.77814 1.56066 -0.856
C 3.57135 2.51743 0.63572 -0.135
C 4.50317 1.54184 0.88862 -0.025
C 4.44859 0.80412 2.05960 -0.193
N 5.42040 -0.25082 2.30471 -0.346
O 5.30320 -0.92975 3.33335 0.028
O 6.31607 -0.42885 1.46889 0.033
C 3.45994 1.07180 2.99173 -0.033
C 2.52120 2.04410 2.75204 -0.150
H 3.61270 3.09744 -0.27198 0.090
H 5.29261 1.33415 0.18749 0.111
H 3.44935 0.50393 3.90565 0.109
H 1.75487 2.26055 3.47840 0.085
```



3.
Computed, not measured: a molecular structure, C29H31N8O3RuS3 in a non-equilibrium geometry, with the ωB97M-V functional and the def2-TZVPD basis.

E_LUMO (alpha / beta): -0.191 / -0.314 hartree
Total energy: -83710.11051 eV
Relative energy (zero: lowest compared OMol25 entry of this formula, charge and spin): 107.3 kJ/mol
Expectation value of S²: 8.843
Charge: +2
Spin multiplicity: 6

XYZ file:
```
75
Properties=species:S:1:pos:R:3:lowdin_charge:R:1
Ru -0.01206 -0.74905 -0.31618 1.380
C -3.62281 1.42395 2.39617 -0.054
C -4.01965 0.25077 1.76361 -0.039
C -3.08472 -0.69987 1.42994 0.011
C -1.72011 -0.49145 1.73482 -0.303
C -1.32446 0.71001 2.35581 -0.029
C -2.27911 1.65089 2.67769 -0.050
N -0.80715 -1.48088 1.45221 -0.108
N -1.19614 -2.71991 1.42862 0.095
C -1.01802 -3.42749 0.32878 -0.322
C -1.35923 -4.80003 0.24406 0.036
C -1.11657 -5.47680 -0.92433 -0.020
C -0.51347 -4.79931 -1.99115 -0.013
C -0.22775 -3.45390 -1.86232 -0.114
N -0.49496 -2.76150 -0.75890 -0.007
H -4.36302 2.15590 2.67822 0.119
H -5.05936 0.08193 1.53178 0.124
H -3.37365 -1.62460 0.95004 0.121
H -0.28432 0.86474 2.61321 0.114
H -1.98363 2.56026 3.17947 0.121
H -1.81916 -5.27101 1.09806 0.128
H -1.38383 -6.51821 -1.02370 0.126
H -0.27983 -5.30400 -2.91161 0.119
H 0.23071 -2.90591 -2.67523 0.112
S 1.25174 0.20527 -4.61837 1.130
C -0.40216 -0.22005 -4.48552 -0.328
C -0.71803 -0.49967 -3.19558 -0.271
N 0.33134 -0.39089 -2.33461 -0.201
C 1.43046 -0.03399 -2.94433 -0.444
H -1.04960 -0.23620 -5.34056 0.091
H -1.69959 -0.75372 -2.82464 0.114
H 2.37021 0.06817 -2.43238 0.085
O 2.16346 -1.96382 -0.65825 -0.019
C 2.64521 -2.84074 0.05627 -0.480
C 3.79529 -3.69931 -0.37357 -0.081
C 5.03500 -2.98176 0.22296 -0.160
C 4.99447 -2.60858 1.71591 -0.177
C 4.05706 -1.43808 2.06916 -0.163
C 2.56304 -1.81872 2.19494 -0.167
N 2.30524 -2.99498 1.36816 0.066
H 3.88906 -3.74978 -1.45730 0.125
H 3.70524 -4.70615 0.03314 0.129
H 5.20549 -2.07015 -0.35431 0.120
H 5.88922 -3.64033 0.06271 0.121
H 6.00770 -2.29156 1.97404 0.121
H 4.77570 -3.47795 2.33828 0.119
H 4.18265 -0.68833 1.28528 0.084
H 4.38324 -0.98910 3.00698 0.118
H 1.91437 -1.00448 1.84179 0.069
H 2.29918 -2.06445 3.22309 0.129
H 2.70326 -3.82607 1.79364 0.136
N -3.82399 7.06656 0.91872 0.150
C -3.38142 5.98077 0.26526 -0.295
C -2.35890 6.07506 -0.70496 0.002
C -1.88390 4.94237 -1.32994 -0.084
C -2.41391 3.70292 -0.99053 -0.303
C -3.44813 3.59038 -0.07100 -0.068
C -3.93517 4.71342 0.55165 -0.003
S -1.77314 2.19913 -1.69523 0.616
O -2.81723 1.25341 -1.93681 -0.273
O -0.83634 2.48410 -2.74823 -0.319
N -0.86737 1.49366 -0.46800 -0.083
C 0.36664 1.88876 -0.30125 -0.732
S 1.03593 3.43319 -0.78509 1.180
C 2.55231 2.92664 -0.15599 -0.286
C 2.47568 1.66369 0.35980 -0.175
N 1.25938 1.08625 0.28355 -0.019
H -3.48896 7.98948 0.69398 0.120
H -4.59495 6.98728 1.56137 0.117
H -1.95880 7.04638 -0.95473 0.121
H -1.11974 5.00920 -2.09055 0.106
H -3.85476 2.61247 0.12526 0.097
H -4.74725 4.64581 1.25867 0.117
H 3.41021 3.56779 -0.18728 0.090
H 3.28787 1.14214 0.83532 0.108
```



- Which value of relative energy (zero: lowest compared OMol25 entry of this formula, charge and spin) does entry 2 give?
  544.9 kJ/mol



- Which of these has the highest total energy?
  C29H31N3O4S